Entry 1:
Molecular formula: C6H8N2S
Method: DFT, wB97M-V/def2-TZVPD

Net charge   0
Frontier orbital gap   7.90 eV
E   -20166.99933 eV
Energy relative to the best compared isomer or geometry (same formula, charge and spin)   4.0 kJ/mol

XYZ file:
```
17
Properties=species:S:1:pos:R:3:mulliken_charge:R:1
S -2.746 1.238 0.171 -0.3758
N 0.983 0.220 1.121 -0.5562
C -1.207 0.637 0.152 -0.0207
C -0.216 0.707 1.271 0.6529
C 1.331 -0.401 -0.059 -0.4510
C 0.462 -0.586 -1.116 0.7599
N -0.836 -0.081 -0.980 -0.0828
C -0.563 1.269 2.638 -1.1669
C 0.925 -1.391 -2.324 -1.2177
H 2.336 -0.753 -0.210 0.2777
H -1.526 -0.235 -1.729 0.2735
H -1.437 0.746 3.022 0.3105
H 0.289 1.117 3.295 0.3284
H -0.837 2.335 2.615 0.2977
H 0.427 -2.395 -2.285 0.2844
H 2.013 -1.478 -2.306 0.3278
H 0.601 -0.948 -3.276 0.3584
```

Entry 2:
Molecular formula: C8H32N16O8Y
Method: DFT, wB97M-V/def2-TZVPD

Net charge   +3
Frontier orbital gap   10.70 eV
E   -50066.99398 eV
Energy relative to the best compared isomer or geometry (same formula, charge and spin)   611.7 kJ/mol

XYZ file:
```
65
Properties=species:S:1:pos:R:3:mulliken_charge:R:1
Y 26.917 -11.052 -34.238 2.3293
C 23.948 -9.469 -35.015 0.4916
O 25.006 -9.959 -34.829 -0.4587
N 23.086 -10.072 -35.790 -0.3189
N 23.543 -8.288 -34.584 -0.3613
H 23.293 -10.880 -36.361 0.1906
H 22.304 -9.470 -36.005 0.1474
H 22.723 -7.822 -34.945 0.2082
H 24.125 -7.785 -33.929 0.2085
C 28.382 -13.814 -35.584 0.6427
O 28.063 -12.759 -35.067 -0.6289
N 28.244 -14.942 -34.921 -0.4107
N 29.058 -14.039 -36.722 -0.4005
H 28.248 -15.790 -35.470 0.2716
H 27.715 -15.046 -34.068 0.1081
H 29.304 -14.945 -37.097 0.1768
H 29.302 -13.251 -37.304 0.2250
C 30.425 -10.942 -34.329 0.5368
O 29.241 -10.493 -34.229 -0.4405
N 30.974 -11.257 -35.456 -0.3957
N 31.375 -10.983 -33.480 -0.3614
H 31.958 -11.269 -35.683 0.2176
H 30.305 -10.958 -36.150 0.2492
H 32.232 -11.493 -33.637 0.1770
H 31.272 -10.722 -32.509 0.2297
C 24.533 -13.524 -32.890 0.6890
O 25.511 -12.902 -33.336 -0.3436
N 23.581 -12.932 -32.314 -0.3680
N 24.435 -14.832 -33.017 -0.3678
H 22.747 -13.391 -31.977 0.2342
H 23.836 -11.979 -32.096 0.0363
H 25.172 -15.369 -33.453 0.2360
H 23.561 -15.249 -32.730 0.1568
C 24.811 -12.820 -36.633 0.5461
O 25.716 -12.395 -35.976 -0.6487
N 24.243 -13.978 -36.450 -0.3665
N 24.364 -12.135 -37.572 -0.5248
H 24.637 -14.602 -35.760 0.2018
H 23.362 -14.209 -36.887 0.2124
H 23.741 -12.583 -38.229 0.1207
H 24.701 -11.269 -37.967 0.2956
C 27.281 -7.829 -33.353 0.6016
O 27.375 -8.988 -33.562 -0.5276
N 27.418 -7.185 -32.278 -0.3481
N 27.147 -7.025 -34.337 -0.4477
H 27.704 -7.859 -31.583 0.3000
H 27.482 -6.191 -32.445 0.1844
H 27.124 -6.027 -34.185 0.1620
H 27.429 -7.346 -35.252 0.2168
C 25.380 -9.992 -31.127 0.2403
O 25.664 -10.565 -32.178 -0.0935
N 24.617 -8.931 -30.982 -0.3764
N 25.730 -10.344 -29.951 -0.4269
H 23.699 -9.170 -31.331 0.2639
H 24.742 -8.409 -30.127 0.1884
H 26.438 -11.058 -30.033 0.1681
H 25.556 -9.782 -29.130 0.2184
C 28.150 -12.945 -31.756 0.2214
O 27.883 -11.963 -32.367 -0.3645
N 27.558 -14.042 -31.959 -0.1871
N 29.179 -13.040 -31.030 -0.2918
H 27.836 -14.676 -31.224 0.1779
H 26.670 -13.981 -32.436 -0.1015
H 29.503 -12.240 -30.506 0.3292
H 29.158 -13.955 -30.604 0.1493
```

Entry 3:
Molecular formula: C2H8NS
Method: DFT, wB97M-V/def2-TZVPD

Net charge   -1
Frontier orbital gap   6.95 eV
E   -14529.74559 eV
Energy relative to the best compared isomer or geometry (same formula, charge and spin)   33.6 kJ/mol

XYZ file:
```
12
Properties=species:S:1:pos:R:3:mulliken_charge:R:1
S 0.829 1.169 -2.744 -0.8555
H 1.934 0.435 -2.527 -0.0319
C 0.449 0.433 1.309 -0.9324
N -0.546 0.448 0.260 -0.3384
C -1.066 -0.876 -0.061 -0.6909
H 0.009 0.114 2.254 0.3252
H 1.271 -0.279 1.130 0.3274
H 0.879 1.422 1.441 0.3089
H -0.100 0.805 -0.598 0.1503
H -0.949 -1.050 -1.129 0.2710
H -2.139 -0.952 0.165 0.2206
H -0.570 -1.669 0.499 0.2456
```

Entry 4:
Molecular formula: CFNO4S
Method: DFT, wB97M-V/def2-TZVPD

Net charge   -2
Frontier orbital gap   7.21 eV
E   -24267.93700 eV
Energy relative to the best compared isomer or geometry (same formula, charge and spin)   218.3 kJ/mol

XYZ file:
```
8
Properties=species:S:1:pos:R:3:mulliken_charge:R:1
C 1.282 0.281 0.036 0.5887
N 0.447 1.154 -0.302 -0.5971
O 2.485 0.196 0.155 -0.7764
O 0.427 -0.909 0.316 -0.3166
O -1.596 -0.191 -1.384 -0.7100
O -1.703 0.811 0.884 -0.6853
F -1.767 -1.601 0.444 -0.6326
S -0.940 0.033 -0.065 1.1291
```

Entry 5:
Molecular formula: C15H33N3O3P
Method: DFT, wB97M-V/def2-TZVPD

Net charge   +1
Frontier orbital gap   8.67 eV
E   -35985.62704 eV

XYZ file:
```
55
Properties=species:S:1:pos:R:3:mulliken_charge:R:1
C 2.544 -0.476 2.166 -1.4578
C 1.795 -0.229 0.846 -0.3016
C 0.565 -1.134 0.656 -0.4296
C -0.647 -0.399 0.003 1.2055
C -1.284 -1.111 -1.215 -1.5632
C -1.660 -0.013 1.038 0.2080
N -1.755 1.325 1.439 0.0305
C -2.686 1.481 2.378 0.0633
N -3.026 2.663 2.970 -0.2955
C -1.903 3.404 3.612 -0.5919
C -1.139 2.591 4.657 -0.8779
N -3.206 0.273 2.578 -0.0501
C -2.594 -0.678 1.753 -0.9473
P -3.255 -2.386 1.786 0.0542
C -1.786 -3.388 1.429 -0.6692
O -3.390 -2.565 3.421 -0.5099
H 3.235 -1.315 2.076 0.3885
H 3.114 0.407 2.459 0.3753
H 1.842 -0.707 2.972 0.3314
H 1.484 0.821 0.840 0.3101
H 2.496 -0.379 0.021 0.1070
H 0.249 -1.442 1.656 0.0835
H 0.816 -2.031 0.089 0.5933
H -0.239 0.549 -0.366 0.2411
H -2.367 -1.195 -1.135 0.3583
H -0.833 -2.090 -1.378 0.3953
H -1.071 -0.532 -2.116 0.3191
H -1.178 2.058 1.055 0.3461
H -3.732 2.488 3.678 0.3493
H -1.236 3.751 2.821 0.2910
H -2.357 4.280 4.072 0.4043
H -1.773 1.820 5.106 0.2625
H -0.251 2.107 4.250 0.2438
H -0.812 3.236 5.474 0.3728
H -3.966 0.076 3.213 0.2511
H -0.984 -3.284 2.162 0.2621
H -1.390 -3.203 0.430 0.1360
H -2.152 -4.418 1.462 0.3874
H -2.611 -2.264 3.909 0.3295
C 1.264 -1.542 -4.357 -0.8008
O 0.984 -0.211 -3.954 -0.3787
C 2.003 0.355 -3.146 0.1040
C 2.915 1.274 -3.928 -0.8343
O 3.662 0.567 -4.896 -0.3733
C 3.162 0.692 -6.217 -0.6819
H 0.543 -1.806 -5.128 0.2613
H 2.273 -1.634 -4.763 0.4005
H 1.151 -2.236 -3.515 0.2979
H 2.589 -0.438 -2.668 0.3036
H 1.511 0.937 -2.357 0.0791
H 3.625 1.736 -3.234 0.3836
H 2.329 2.072 -4.395 0.3775
H 3.370 1.688 -6.619 0.3233
H 2.086 0.506 -6.260 0.2862
H 3.677 -0.047 -6.827 0.2457
```

Entry 6:
Molecular formula: C5H11N3
Method: DFT, wB97M-V/def2-TZVPD

Net charge   0
Frontier orbital gap   8.43 eV
E   -9829.13002 eV
Energy relative to the best compared isomer or geometry (same formula, charge and spin)   460.8 kJ/mol

XYZ file:
```
19
Properties=species:S:1:pos:R:3:mulliken_charge:R:1
C 2.531 0.066 0.609 -0.2722
C -0.716 -0.507 -0.614 0.5891
C -1.172 0.537 -1.971 -0.9407
C -1.376 -1.847 1.159 -0.7104
C 0.672 1.574 0.335 -0.8330
N 0.598 -0.716 -0.440 -0.9836
N -1.721 -0.977 0.012 -0.5349
N 1.294 0.249 0.161 0.6035
H 2.897 -0.896 0.686 0.3271
H 3.139 0.864 0.997 0.1532
H -2.164 0.961 -1.556 0.2821
H -1.167 -0.156 -2.788 0.3470
H -0.412 1.297 -2.034 0.3309
H -2.131 -2.784 1.001 0.2610
H -1.792 -1.235 1.992 0.2547
H -0.302 -2.010 1.257 0.2834
H 1.595 2.117 0.552 0.3055
H -0.004 1.589 1.215 0.2550
H 0.233 1.875 -0.571 0.2822
```

Entry 7:
Molecular formula: C27H41NP2Pt
Method: DFT, wB97M-V/def2-TZVPD

Net charge   +2
Spin multiplicity   5
Frontier orbital gap (spin up / spin down)   8.01 / 5.26 eV
E   -51957.01984 eV
Energy relative to the best compared isomer or geometry (same formula, charge and spin)   0.0 kJ/mol

XYZ file:
```
72
Properties=species:S:1:pos:R:3:mulliken_charge:R:1
P 0.384 -3.019 -0.153 0.8481
P 0.743 2.911 0.211 0.8683
C 1.173 0.369 -1.808 -0.9363
C 1.388 1.163 -0.518 -1.0515
H -1.611 -0.639 -1.940 0.5500
H 2.158 0.106 -2.218 0.5822
H 1.177 0.498 0.341 -0.1264
H 2.468 1.404 -0.472 0.5753
C -0.990 2.687 -0.329 -1.4051
H -1.627 3.325 0.294 0.6618
H -1.294 1.640 -0.193 0.2106
H -1.081 2.973 -1.386 0.5106
C 1.324 4.198 -0.933 -1.0960
H 0.975 3.978 -1.950 0.4080
H 2.421 4.246 -0.898 0.3993
H 0.920 5.160 -0.583 0.3948
C -0.745 -4.440 -0.251 -1.3490
H -0.490 -5.193 0.508 0.4514
H -0.679 -4.883 -1.252 0.3688
H -1.773 -4.087 -0.088 0.3881
C 2.117 -3.557 -0.161 -1.3625
H 2.773 -2.680 -0.088 0.3352
H 2.324 -4.068 -1.109 0.3440
H 2.322 -4.233 0.679 0.4729
Pt 0.026 -1.469 -2.092 0.4436
C 0.181 0.669 -2.914 0.2548
C -1.286 0.017 -2.838 -0.8552
C -1.901 -0.444 -4.171 -1.0016
C -1.439 -1.827 -4.667 -0.7921
C -0.392 -2.476 -3.785 -0.3705
C 0.986 -1.966 -3.776 -0.1831
C 1.401 -0.821 -4.663 -1.2733
C 0.830 0.561 -4.311 -1.1269
C 0.023 -2.235 1.442 -0.6840
H -0.050 1.742 -2.778 0.5092
H -1.875 0.890 -2.503 0.5662
H -1.753 0.304 -4.953 0.3284
H -2.986 -0.491 -4.012 0.4304
H -2.313 -2.492 -4.657 0.3869
H -1.112 -1.799 -5.718 0.2920
H -0.478 -3.564 -3.671 0.6510
H 1.760 -2.725 -3.600 0.5519
H 1.167 -1.060 -5.709 0.4522
H 2.497 -0.755 -4.623 0.3836
H 1.643 1.299 -4.343 0.5342
H 0.114 0.884 -5.070 0.4016
H -0.100 -1.150 1.351 -0.1906
H 0.822 -2.431 2.168 0.4831
H -0.914 -2.643 1.840 0.4285
C 0.837 4.544 2.803 -0.5261
C -0.522 4.233 2.880 -0.5466
C -0.928 2.915 2.978 -0.2717
C 0.018 1.854 2.971 -0.3179
C 1.399 2.195 2.892 -0.0264
C 1.795 3.529 2.864 -0.5984
N -0.396 0.552 2.912 0.2497
C -0.826 -0.135 4.001 0.1315
C -0.180 -0.065 5.267 -0.0758
C -0.561 -0.910 6.302 -0.6894
C -1.616 -1.818 6.126 -0.4209
C -2.305 -1.863 4.906 -0.6702
C -1.925 -1.033 3.863 -0.3274
H 1.153 5.583 2.702 0.4839
H -1.271 5.028 2.878 0.4329
H -1.983 2.640 3.042 0.4774
H 2.115 1.372 2.858 0.4551
H 2.858 3.777 2.855 0.4317
H 0.632 0.655 5.385 0.4284
H -0.027 -0.864 7.254 0.3968
H -1.907 -2.484 6.941 0.4139
H -3.138 -2.553 4.764 0.4161
H -2.449 -1.030 2.907 0.4910
```

Entry 8:
Molecular formula: C26H27Cl3InN8O5
Method: DFT, wB97M-V/def2-TZVPD

Net charge   +1
Frontier orbital gap   7.76 eV
E   -92287.09101 eV
Energy relative to the best compared isomer or geometry (same formula, charge and spin)   267.7 kJ/mol

XYZ file:
```
70
Properties=species:S:1:pos:R:3:mulliken_charge:R:1
In 0.077 -0.265 0.080 1.1522
C 2.178 1.970 3.512 -0.5340
C 2.228 1.585 2.177 -0.1460
N 1.191 1.757 1.383 -0.2330
C 0.081 2.283 1.904 1.3372
C 0.009 2.566 3.269 -0.4193
N 1.059 2.418 4.049 -0.5809
C -0.981 2.533 0.924 -1.3680
C -1.916 3.554 1.010 -0.7020
C -2.817 3.764 -0.041 1.4994
C -2.668 2.948 -1.174 -0.6177
C -1.707 1.943 -1.186 -0.0860
N -0.925 1.747 -0.137 -0.0119
C -1.380 1.110 -2.357 0.5160
C -2.191 0.992 -3.490 -0.2991
N -1.770 0.381 -4.578 -0.5821
C -0.564 -0.153 -4.561 -0.4747
C 0.211 -0.150 -3.401 -0.1450
N -0.201 0.486 -2.321 -0.0990
C -3.836 4.828 0.036 0.9120
C -3.871 5.746 1.093 -0.4952
C -4.819 6.758 1.083 -0.4584
N -5.704 6.915 0.118 -0.5824
C -5.706 6.040 -0.869 -0.4373
C -4.813 4.982 -0.953 -0.5427
H 3.036 1.887 4.164 0.4399
H 3.109 1.148 1.730 0.4449
H -0.903 2.882 3.754 0.4912
H -1.932 4.176 1.886 0.3400
H -3.274 3.106 -2.050 0.4121
H -3.204 1.368 -3.515 0.4702
H -0.212 -0.612 -5.473 0.4245
H 1.152 -0.675 -3.337 0.4149
H -3.182 5.704 1.919 0.3388
H -4.873 7.488 1.880 0.3917
H -6.457 6.202 -1.631 0.3899
H -4.896 4.296 -1.778 0.3465
O -2.890 -2.883 -1.240 -0.7552
Cl -1.830 -2.135 -0.746 1.9881
O -1.345 -2.623 0.492 -0.6451
O -2.242 -0.768 -0.549 -0.5549
O -0.738 -2.108 -1.660 -0.6028
C 5.457 -2.109 -1.019 -0.9151
N 4.026 -2.104 -0.879 0.1704
C 3.252 -3.203 -0.642 -0.6737
C 1.971 -2.760 -0.502 -0.6476
N 1.965 -1.409 -0.660 0.1583
C 3.212 -1.040 -0.883 -0.7403
H 5.778 -2.975 -1.597 0.3405
H 5.925 -2.162 -0.033 0.3412
H 5.788 -1.208 -1.530 0.3571
H 3.661 -4.190 -0.582 0.5095
H 1.072 -3.314 -0.311 0.5310
H 3.537 -0.030 -1.058 0.5998
Cl -2.467 0.387 2.248 0.1702
C -3.440 -0.967 2.814 -0.4375
Cl -3.469 -1.040 4.580 -0.1550
H -2.992 -1.883 2.431 0.1662
H -4.457 -0.826 2.455 0.4237
C 0.038 -1.944 4.036 -1.4519
C 0.699 -1.905 2.650 0.8097
C 2.218 -1.973 2.832 -1.1843
O 0.330 -0.706 2.038 -0.0590
H 0.420 -2.803 4.580 0.4585
H -1.037 -2.039 3.958 0.1634
H 0.268 -1.030 4.580 0.2665
H 0.344 -2.778 2.082 0.1009
H 2.525 -1.118 3.433 0.2157
H 2.731 -1.937 1.873 0.0889
H 2.492 -2.890 3.347 0.4558
```